1.
{
  "formula": "C42H63N2O4Tl",
  "method": "wB97M-V/def2-TZVPD",
  "species": ["Tl", "C", "N", "C", "C", "C", "N", "C", "C", "C", "C", "C", "C", "C", "O", "C", "C", "C", "C", "C", "C", "C", "C", "C", "C", "C", "C", "C", "C", "C", "O", "C", "C", "C", "C", "C", "C", "C", "C", "H", "H", "H", "H", "H", "H", "H", "H", "H", "H", "H", "H", "H", "H", "H", "H", "H", "H", "H", "H", "H", "H", "H", "H", "H", "H", "H", "H", "H", "H", "H", "H", "H", "H", "H", "H", "H", "H", "H", "H", "H", "H", "H", "H", "H", "H", "H", "H", "H", "H", "H", "H", "H", "H", "C", "C", "C", "C", "C", "C", "C", "H", "H", "H", "H", "H", "H", "H", "H", "O", "C", "O", "H"],
  "xyz": [[0.0682, 1.2509, -0.1864], [-3.9519, 0.0608, 0.1933], [-2.8639, -0.5082, -0.5927], [-3.0743, -0.2966, -2.0156], [-2.6326, -1.8919, -0.2395], [-1.2256, -2.4204, -0.5305], [-0.1454, -1.8544, 0.2814], [-0.2498, -2.3411, 1.6472], [0.6686, -1.6614, 2.6229], [1.4981, -2.4313, 3.4094], [2.2662, -1.8706, 4.4236], [2.1473, -0.4849, 4.6530], [1.3369, 0.3467, 3.9285], [0.5292, -0.2308, 2.8602], [-0.2927, 0.4709, 2.2152], [1.2370, 1.8343, 4.2505], [1.6916, 2.6541, 3.0330], [-0.2144, 2.2006, 4.6162], [2.1229, 2.2281, 5.4365], [3.1849, -2.6869, 5.3156], [2.6256, -2.6675, 6.7480], [3.2853, -4.1424, 4.8539], [4.5928, -2.0680, 5.2944], [1.1221, -2.2322, -0.3700], [2.4357, -2.0676, 0.3592], [3.1774, -3.2126, 0.5673], [4.5211, -3.1758, 0.9254], [5.1385, -1.9130, 1.0142], [4.5036, -0.7259, 0.7611], [3.0579, -0.7581, 0.5346], [2.3805, 0.2872, 0.5369], [5.3733, 0.5387, 0.7425], [4.6656, 1.8252, 0.2985], [5.9631, 0.7668, 2.1429], [6.5154, 0.3109, -0.2680], [5.3868, -4.4239, 1.0028], [6.3090, -4.4179, -0.2314], [6.2395, -4.4291, 2.2805], [4.5620, -5.7145, 0.9747], [-4.8858, -0.5120, 0.0771], [-4.1187, 1.0846, -0.1319], [-3.6682, 0.0785, 1.2478], [-4.0331, -0.7218, -2.3529], [-2.2664, -0.7470, -2.5929], [-3.0689, 0.7756, -2.2109], [-3.3405, -2.5520, -0.7688], [-2.8368, -1.9880, 0.8278], [-0.9822, -2.2437, -1.5801], [-1.2622, -3.5133, -0.3765], [-0.0979, -3.4347, 1.6885], [-1.2704, -2.1376, 1.9769], [1.5371, -3.4945, 3.2111], [2.7266, -0.0648, 5.4623], [1.0948, 2.4314, 2.1516], [2.7397, 2.4383, 2.8140], [1.5918, 3.7202, 3.2425], [-0.8775, 2.0520, 3.7697], [-0.2572, 3.2510, 4.9095], [-0.5629, 1.5940, 5.4558], [3.1794, 2.0366, 5.2329], [1.8351, 1.6981, 6.3474], [2.0081, 3.2961, 5.6224], [1.6384, -3.1320, 6.7733], [2.5299, -1.6484, 7.1239], [3.2864, -3.2197, 7.4192], [2.3280, -4.6568, 4.9547], [4.0155, -4.6741, 5.4654], [3.6077, -4.1982, 3.8121], [4.6105, -1.0909, 5.7776], [4.9378, -1.9448, 4.2654], [5.2947, -2.7141, 5.8251], [1.1729, -1.6476, -1.2975], [1.0626, -3.2979, -0.6479], [2.6858, -4.1657, 0.4138], [6.1954, -1.8834, 1.2448], [3.8805, 2.1245, 0.9837], [4.2197, 1.6962, -0.6867], [5.4034, 2.6281, 0.2384], [5.1649, 0.8439, 2.8846], [6.5376, 1.6946, 2.1556], [6.6275, -0.0467, 2.4407], [6.1090, 0.1064, -1.2604], [7.1646, -0.5189, 0.0143], [7.1314, 1.2092, -0.3314], [6.9836, -3.5610, -0.2205], [5.7156, -4.3685, -1.1461], [6.9115, -5.3278, -0.2560], [6.8830, -3.5520, 2.3493], [6.8793, -5.3126, 2.2905], [5.6026, -4.4543, 3.1657], [4.0559, -5.8447, 0.0168], [3.8154, -5.7311, 1.7709], [5.2269, -6.5663, 1.1196], [-0.9671, 3.5346, -4.5945], [0.1778, 2.7352, -4.0414], [0.4659, 1.4562, -4.5032], [1.5069, 0.7169, -3.9541], [2.2756, 1.2526, -2.9341], [2.0113, 2.5415, -2.4802], [0.9774, 3.2743, -3.0364], [-1.5984, 3.8819, -3.7742], [-1.5741, 2.9417, -5.2785], [-0.6005, 4.4126, -5.1303], [-0.1316, 1.0291, -5.3011], [1.7228, -0.2762, -4.3318], [3.0857, 0.6746, -2.5028], [2.6264, 2.9835, -1.7063], [0.7718, 4.2724, -2.6708], [-0.2852, 3.8019, 0.5420], [-1.1599, 4.1283, -0.2934], [-1.5615, 3.4911, -1.2916], [-1.6266, 5.1359, -0.1328]],
  "forces_ev_per_angstrom": [[-0.87, 0.49, -0.77], [0.31, -0.07, -0.15], [0.24, 0.22, 0.13], [0.05, 0.03, 0.24], [0.18, 0.07, -0.02], [-0.24, 0.25, 0.06], [0.23, -0.02, -0.08], [0.08, 0.26, -0.15], [-0.28, -0.21, 0.10], [-0.14, 0.10, -0.21], [-0.01, 0.04, 0.09], [0.08, 0.13, 0.03], [0.15, 0.22, 0.27], [-0.22, 0.23, -0.10], [0.26, -0.77, 0.55], [-0.08, 0.13, -0.05], [0.01, -0.15, 0.00], [0.06, -0.07, -0.06], [-0.02, -0.10, -0.07], [0.06, -0.10, 0.06], [0.01, 0.03, -0.07], [-0.04, 0.10, 0.00], [-0.07, 0.01, -0.02], [-0.42, 0.08, 0.25], [0.11, -0.32, -0.45], [-0.40, 0.10, 0.02], [0.24, 0.08, -0.02], [0.03, 0.01, 0.04], [0.25, 0.00, 0.14], [0.08, 0.16, 0.19], [0.34, -0.42, 0.03], [0.00, 0.17, -0.08], [-0.08, -0.16, 0.01], [-0.07, -0.05, 0.00], [0.01, -0.04, 0.07], [0.05, -0.16, 0.03], [-0.03, 0.05, 0.05], [-0.08, 0.09, -0.04], [0.01, 0.12, 0.00], [-0.06, 0.05, 0.01], [-0.06, 0.08, 0.02], [-0.06, -0.02, -0.03], [-0.01, -0.04, -0.07], [0.00, 0.01, -0.01], [-0.01, 0.01, -0.08], [-0.05, -0.11, 0.07], [-0.08, -0.10, -0.03], [-0.01, -0.01, -0.01], [0.06, -0.07, -0.15], [0.02, 0.00, 0.08], [0.03, -0.06, 0.05], [0.03, 0.01, 0.00], [0.01, 0.00, -0.02], [0.02, 0.15, 0.07], [0.03, 0.03, -0.01], [-0.02, -0.01, -0.02], [-0.04, 0.02, 0.01], [0.00, 0.00, 0.00], [-0.01, 0.01, 0.01], [0.01, 0.01, 0.03], [0.03, 0.02, 0.03], [0.00, 0.00, -0.02], [0.00, 0.00, 0.04], [0.01, 0.00, 0.02], [0.00, -0.01, -0.01], [0.01, -0.03, -0.04], [0.00, 0.00, 0.01], [-0.04, -0.04, 0.00], [0.02, 0.01, -0.03], [0.06, -0.01, -0.01], [-0.01, 0.00, 0.00], [0.05, -0.04, 0.03], [0.07, 0.03, -0.08], [0.04, 0.03, -0.03], [0.00, -0.03, -0.03], [-0.05, 0.04, 0.02], [-0.02, 0.06, -0.02], [0.02, -0.04, 0.00], [0.01, 0.04, 0.02], [0.01, 0.00, 0.00], [-0.01, -0.01, 0.02], [0.03, 0.00, -0.01], [0.00, 0.01, -0.03], [0.00, 0.00, 0.01], [0.01, 0.00, 0.00], [0.03, -0.03, -0.02], [0.00, 0.00, 0.01], [0.01, 0.00, 0.01], [0.00, -0.01, 0.00], [0.09, -0.01, 0.01], [-0.02, -0.03, 0.02], [-0.02, -0.02, 0.02], [-0.01, -0.02, -0.02], [-0.03, 0.03, 0.07], [-0.04, 0.00, -0.08], [-0.06, -0.01, 0.06], [0.05, -0.08, 0.03], [0.10, -0.01, -0.04], [0.16, 0.03, -0.16], [0.05, 0.02, 0.08], [0.02, -0.03, 0.01], [0.02, 0.01, -0.03], [-0.02, 0.00, -0.03], [-0.02, 0.01, 0.02], [-0.02, 0.00, 0.01], [0.00, 0.01, 0.01], [-0.05, -0.01, 0.06], [-0.05, -0.04, 0.02], [0.23, -0.49, 0.14], [-0.41, 0.47, -0.45], [0.12, -0.15, 0.37], [0.07, -0.17, 0.02]],
  "homo_lumo_gap_ev": [5.19, 4.97],
  "de_lowest_kj_mol": 26.6
}

---

2.
{
  "formula": "C42H66N2O8",
  "method": "wB97M-V/def2-TZVPD",
  "species": ["C", "C", "C", "C", "C", "C", "C", "C", "C", "C", "O", "C", "C", "C", "C", "C", "O", "C", "C", "C", "C", "N", "C", "C", "C", "C", "C", "C", "N", "C", "C", "O", "H", "H", "H", "H", "H", "H", "H", "H", "H", "H", "H", "H", "H", "H", "H", "H", "H", "H", "H", "H", "H", "H", "H", "H", "H", "H", "C", "C", "C", "O", "H", "H", "H", "H", "H", "H", "H", "H", "C", "C", "C", "O", "H", "H", "H", "H", "H", "H", "H", "H", "C", "C", "C", "O", "H", "H", "H", "H", "H", "H", "H", "H", "C", "C", "C", "O", "H", "H", "H", "H", "H", "H", "H", "H", "C", "C", "C", "O", "H", "H", "H", "H", "H", "H", "H", "H"],
  "xyz": [[3.4258, 2.0599, 3.9933], [3.1574, 1.7697, 2.7047], [2.9938, 0.3817, 2.1456], [1.6991, -0.2682, 2.6173], [1.4687, -0.3853, 3.9872], [0.2940, -0.9631, 4.4452], [-0.6260, -1.4388, 3.5204], [-0.3921, -1.3382, 2.1536], [0.7769, -0.7407, 1.6983], [-1.4215, -1.8633, 1.2069], [-1.0974, -2.4368, 0.1904], [-2.8385, -1.6521, 1.6511], [-3.0625, -1.7351, 3.0292], [-4.3120, -1.5233, 3.5668], [-5.3802, -1.2143, 2.7292], [-6.7195, -0.9972, 3.4135], [-6.9415, -2.0069, 4.3775], [-6.9606, -1.5905, 5.7374], [-6.2503, -2.6293, 6.6117], [-5.1791, -1.1305, 1.3497], [-6.3238, -0.7875, 0.4189], [-6.7540, -1.9349, -0.3771], [-7.8887, -1.5788, -1.2580], [-3.9025, -1.3618, 0.7953], [-3.6982, -1.2891, -0.6800], [-3.8300, -0.0966, -1.3870], [-3.6561, -0.1356, -2.7633], [-3.3680, -1.3342, -3.3952], [-3.2218, -2.4824, -2.7308], [-3.3923, -2.4383, -1.4154], [-1.9179, -2.0456, 3.9447], [-2.0520, -2.7096, 4.9481], [2.8701, 2.8448, 4.4976], [4.1871, 1.5529, 4.5801], [3.0945, 2.6114, 2.0162], [3.8021, -0.2490, 2.5395], [3.0283, 0.4211, 1.0609], [2.1832, -0.0190, 4.7094], [0.0935, -1.0411, 5.5047], [0.9670, -0.6307, 0.6365], [-4.4347, -1.5914, 4.6380], [-7.5447, -1.0376, 2.7076], [-6.7038, -0.0034, 3.8719], [-8.0058, -1.5394, 6.0537], [-6.4796, -0.6200, 5.8727], [-5.6111, -3.2692, 6.0066], [-5.6572, -2.1435, 7.3863], [-6.9636, -3.2685, 7.1309], [-7.1894, -0.4300, 0.9689], [-6.0170, 0.0631, -0.2037], [-6.0004, -2.1839, -1.0059], [-8.2438, -0.5657, -1.0545], [-8.7256, -2.2571, -1.0998], [-7.5797, -1.5894, -2.3034], [-4.0612, 0.8309, -0.8805], [-3.7664, 0.7658, -3.3528], [-3.2502, -1.3657, -4.4714], [-3.2909, -3.3740, -0.8796], [2.0869, -4.8866, 0.6866], [3.3891, -4.5908, 1.4121], [3.2400, -4.8046, 2.9105], [3.8114, -3.2460, 1.1532], [1.2868, -4.2224, 1.0280], [2.1986, -4.7285, -0.3818], [1.7642, -5.9165, 0.8470], [4.1837, -5.2306, 1.0257], [2.4777, -4.1318, 3.3152], [4.1773, -4.5871, 3.4240], [2.9486, -5.8310, 3.1363], [3.1212, -2.6601, 1.4845], [1.2101, 1.8430, -3.2781], [2.0760, 1.8992, -2.0286], [3.3040, 2.7662, -2.2435], [2.4738, 0.5794, -1.6507], [1.7721, 1.4082, -4.1095], [0.3348, 1.2140, -3.1093], [0.8745, 2.8389, -3.5720], [1.4891, 2.2924, -1.1953], [3.9279, 2.3608, -3.0448], [3.9146, 2.7910, -1.3393], [3.0341, 3.7866, -2.5096], [2.9965, 0.2143, -2.3732], [4.8704, -2.1319, -3.1392], [4.7598, -3.6192, -2.8445], [3.3069, -4.0454, -2.7257], [5.4627, -3.9423, -1.6472], [4.4364, -1.5484, -2.3212], [5.9139, -1.8295, -3.2320], [4.3507, -1.8776, -4.0659], [5.2428, -4.1846, -3.6432], [2.8334, -3.5111, -1.8998], [3.2420, -5.1128, -2.5123], [2.7461, -3.8375, -3.6387], [5.0497, -3.4616, -0.9153], [5.7685, 5.7174, -6.0160], [5.1026, 4.4992, -5.3955], [4.6414, 3.5145, -6.4592], [3.9984, 4.8982, -4.5837], [5.0626, 6.2485, -6.6608], [6.0922, 6.4117, -5.2406], [6.6353, 5.4343, -6.6145], [5.8027, 4.0053, -4.7199], [3.9030, 3.9830, -7.1160], [4.1668, 2.6478, -5.9976], [5.4762, 3.1698, -7.0706], [3.3585, 5.3414, -5.1513], [0.7374, 6.9827, -0.2860], [0.6345, 5.4935, 0.0048], [-0.8140, 5.0525, 0.1568], [1.3648, 5.1674, 1.1855], [0.3109, 7.5608, 0.5385], [1.7814, 7.2789, -0.3882], [0.2087, 7.2465, -1.2030], [1.1037, 4.9336, -0.8065], [-1.2832, 5.5741, 0.9956], [-0.8662, 3.9833, 0.3657], [-1.3909, 5.2603, -0.7458], [0.9749, 5.6512, 1.9212]],
  "forces_ev_per_angstrom": [[0.08, 0.02, -0.22], [0.28, 0.22, 0.29], [1.03, 0.09, 0.21], [0.57, 0.51, 0.05], [-0.65, -0.35, 0.03], [0.35, -0.08, -0.20], [-0.32, -0.13, 0.10], [0.04, 0.22, 0.12], [0.03, -0.17, -0.03], [0.09, -0.13, -0.16], [-0.06, 0.26, 0.04], [-0.05, -0.06, 0.01], [0.15, -0.09, 0.15], [0.07, -0.05, -0.34], [-0.01, -0.09, 0.12], [0.06, -0.22, -0.17], [0.24, 0.27, 0.08], [-0.06, -0.64, 0.28], [-0.19, 0.00, 0.14], [-0.17, 0.09, -0.07], [0.10, 0.04, -0.05], [-0.24, 0.32, -0.41], [0.16, 0.09, 0.27], [0.05, -0.10, 0.21], [-0.04, 0.20, -0.20], [0.20, -0.47, -0.11], [-0.14, 0.34, -0.15], [0.05, 0.01, 0.33], [-0.18, 0.17, -0.06], [-0.04, -0.11, 0.20], [-0.03, 0.05, 0.01], [-0.01, 0.29, 0.05], [1.04, 0.97, -0.36], [-0.92, -1.01, 0.36], [-1.58, -0.03, 0.09], [0.08, -0.08, -0.28], [0.08, -0.27, -0.14], [0.11, 0.10, -0.11], [-0.06, -0.11, 0.01], [-0.03, -0.07, -0.04], [-0.07, -0.10, 0.02], [-0.01, 0.05, -0.03], [-0.15, 0.02, 0.06], [0.00, 0.38, 0.03], [-0.09, 0.12, -0.22], [0.11, 0.09, -0.01], [0.11, -0.01, -0.06], [-0.03, -0.08, -0.11], [0.03, -0.04, 0.10], [-0.06, 0.01, -0.07], [0.19, -0.19, 0.28], [-0.01, 0.01, 0.05], [-0.01, -0.07, -0.13], [-0.15, -0.13, -0.08], [0.05, 0.03, 0.02], [0.04, 0.00, 0.00], [0.04, -0.07, -0.02], [0.03, -0.05, -0.06], [-0.04, 0.01, -0.11], [-0.41, 0.04, 0.27], [0.19, 0.05, 0.06], [0.19, -0.10, -0.21], [0.03, -0.01, 0.09], [0.00, -0.06, -0.02], [0.02, 0.00, 0.05], [0.06, 0.09, -0.06], [-0.06, -0.04, -0.04], [0.01, -0.03, -0.01], [-0.02, 0.01, 0.00], [-0.05, 0.06, -0.04], [-0.18, -0.08, 0.08], [0.28, -0.02, -0.45], [0.04, 0.05, 0.30], [-0.19, -0.02, 0.30], [0.05, 0.07, -0.01], [-0.01, 0.02, 0.02], [0.03, 0.01, -0.02], [0.02, -0.13, 0.09], [-0.09, 0.03, -0.09], [-0.05, 0.01, 0.03], [0.05, 0.00, -0.07], [0.00, -0.02, 0.00], [0.14, 0.14, -0.10], [-0.23, 0.20, 0.32], [-0.02, -0.12, -0.07], [0.09, -0.03, -0.10], [-0.07, -0.08, 0.02], [0.01, -0.04, -0.02], [-0.01, 0.01, 0.01], [0.10, -0.04, 0.07], [-0.02, 0.11, -0.07], [0.01, -0.01, -0.03], [0.01, 0.01, 0.00], [-0.04, -0.05, 0.03], [0.06, 0.06, 0.13], [-0.15, 0.13, -0.37], [-0.03, -0.12, 0.10], [0.06, -0.01, 0.12], [0.00, -0.06, -0.06], [0.02, -0.02, 0.01], [-0.01, 0.00, -0.02], [-0.06, 0.01, 0.09], [0.05, 0.04, -0.03], [0.03, -0.01, 0.01], [0.00, 0.01, -0.01], [0.02, 0.01, -0.03], [0.16, 0.01, -0.03], [-0.34, 0.27, 0.23], [0.01, -0.17, -0.05], [0.21, -0.17, -0.15], [-0.08, -0.02, -0.02], [0.00, -0.02, -0.03], [-0.02, 0.01, 0.01], [0.10, -0.06, 0.09], [0.00, 0.07, -0.04], [0.02, -0.01, -0.03], [-0.01, 0.02, 0.01], [-0.01, 0.01, 0.00]],
  "homo_lumo_gap_ev": 8.10
}